{"formula": "C20H14N2O9S2V", "method": "the ωB97M-V functional and the def2-TZVPD basis", "mol_weight_g_mol": 541.4, "e_lumo_ev": [2.52, 2.47], "spin_multiplicity": 3, "e_above_lowest_kcal_mol": 1.8, "total_charge": -1, "orbital_gap_ev": [8.126, 8.216], "e_tot_ha": -3297.86203, "elements": ["V", "O", "C", "C", "C", "C", "C", "C", "C", "O", "N", "N", "C", "C", "C", "C", "C", "C", "C", "O", "H", "H", "H", "H", "H", "H", "H", "H", "H", "H", "O", "S", "O", "O", "C", "C", "C", "C", "C", "C", "S", "O", "O", "O", "H", "H", "H", "H"], "positions_angstrom": [[0.72456, 0.63635, 0.08599], [-2.14380, -1.58357, 4.10769], [-2.49713, -0.28709, 4.11343], [-3.51739, 0.10091, 4.98303], [-3.93042, 1.41767, 5.03362], [-3.33906, 2.38020, 4.22028], [-2.32484, 2.00198, 3.36182], [-1.88642, 0.67995, 3.29609], [-0.79458, 0.34198, 2.36404], [-0.22487, 1.29430, 1.69434], [-0.42720, -0.91348, 2.25683], [0.62411, -0.97399, 1.35263], [1.48879, -1.90478, 1.46668], [2.76618, -1.83311, 0.78409], [3.56982, -2.97771, 0.71689], [4.84007, -2.93513, 0.18981], [5.34211, -1.70920, -0.25725], [4.58347, -0.56383, -0.18003], [3.27363, -0.59127, 0.32762], [2.59207, 0.53997, 0.37241], [-1.43275, -1.69223, 3.42735], [-3.97270, -0.65874, 5.60500], [-4.72760, 1.69795, 5.71201], [-3.67096, 3.40918, 4.25400], [-1.84712, 2.71942, 2.70847], [1.29867, -2.71319, 2.17175], [3.16288, -3.91283, 1.08595], [5.43946, -3.83323, 0.12557], [6.34087, -1.65735, -0.67413], [4.95987, 0.38876, -0.52858], [-2.07674, 2.87356, -1.43803], [-1.05496, 1.87459, -1.52816], [-1.25832, 0.66560, -0.69999], [0.31833, 2.34461, -1.20917], [-1.04496, 1.30968, -3.21840], [-1.65304, 2.15725, -4.13584], [-1.70182, 1.81957, -5.47881], [-1.14304, 0.62896, -5.90736], [-0.53420, -0.22054, -4.99660], [-0.47976, 0.10191, -3.64603], [0.31249, -1.13547, -2.60277], [-0.73230, -1.88059, -1.95729], [1.18499, -1.85919, -3.48990], [1.12248, -0.31862, -1.64209], [-2.09493, 3.07405, -3.77278], [-2.17981, 2.48683, -6.18479], [-1.17651, 0.35697, -6.95506], [-0.07759, -1.14704, -5.31433]], "forces_ev_per_angstrom": [[-0.055, -0.029, 0.092], [0.013, 0.001, -0.016], [0.000, 0.014, 0.023], [0.002, -0.002, -0.005], [-0.014, 0.006, 0.007], [0.008, -0.010, -0.004], [-0.005, 0.010, -0.004], [-0.003, 0.005, 0.031], [0.130, 0.044, -0.157], [-0.090, -0.040, -0.013], [0.080, 0.003, -0.067], [-0.030, -0.022, 0.086], [0.079, -0.031, -0.040], [-0.092, 0.015, 0.050], [-0.004, -0.012, 0.004], [0.001, 0.027, -0.004], [0.002, -0.029, 0.001], [-0.007, -0.009, -0.005], [-0.040, 0.061, -0.018], [-0.020, 0.071, -0.012], [-0.011, 0.000, 0.003], [0.003, -0.001, -0.001], [0.001, -0.002, -0.001], [0.001, -0.001, 0.000], [-0.001, 0.001, 0.003], [0.026, -0.004, -0.001], [0.009, 0.000, -0.002], [0.004, 0.002, -0.002], [0.001, -0.003, 0.001], [0.004, -0.003, 0.001], [0.008, 0.015, -0.046], [0.083, 0.091, 0.066], [0.044, 0.045, -0.010], [-0.053, -0.039, 0.112], [0.016, -0.079, -0.064], [0.030, -0.049, 0.018], [-0.031, 0.052, -0.006], [0.018, -0.039, -0.037], [-0.017, 0.043, 0.058], [-0.023, 0.066, -0.036], [0.119, 0.117, 0.140], [0.002, -0.055, -0.040], [-0.003, -0.027, -0.022], [-0.182, -0.207, -0.068], [-0.003, 0.005, -0.011], [0.002, 0.004, 0.007], [0.005, -0.006, 0.004], [-0.006, 0.002, -0.015]]}